[1]
Entry from the Open Molecules 2025 dataset: a 2-piece molecular cluster, C4H2F2O overall in a non-equilibrium geometry (the ωB97M-V functional and the def2-TZVPD basis).

Each line ends with the natural charge from an NBO analysis.
Cartesian coordinates (Å):
C  -2.60595  2.03843  -0.59810  -0.025
C  -1.59324  1.79160  -0.07973  -0.167
C  0.36122  0.19263  0.33448  -0.024
C  1.54266  0.66798  -0.05562  0.709
O  -0.33932  -0.74862  -0.33095  -0.647
F  2.12385  0.34654  -1.21534  -0.299
F  2.25956  1.55774  0.62120  -0.281
H  -0.04501  0.44862  1.30015  0.242
H  0.02645  -0.89613  -1.21429  0.491

Calculated values
**Strongest force on any atom**: 9.230 eV/A
**HOMO-LUMO gap (spin up / spin down)**: 5.87 / 5.88 eV
**ΔE to the lowest compared entry with this formula, charge and spin**: 887.3 kJ/mol


[2]
Entry from the Open Molecules 2025 dataset: C3H4OTl as an isolated structure in a non-equilibrium geometry (the ωB97M-V functional and the def2-TZVPD basis).

Each line ends with the Mulliken charge.
Cartesian coordinates (Å):
O  1.21379  0.72922  -0.12421  -0.499
C  -0.37873  0.46960  0.69950  -0.366
C  -1.50259  0.83666  -0.27357  -0.460
Tl  1.22950  -1.37902  -0.25516  0.082
H  1.71874  1.24009  0.50607  0.291
H  -1.27097  1.15062  -1.30370  0.077
H  -2.34563  1.41047  0.14505  0.206
C  -1.22505  -0.59151  0.12991  -0.397
H  -1.93672  -1.09876  0.79669  0.065

Calculated values
**Net charge**: -1
**Strongest force on any atom**: 2.929 eV/A
**HOMO-LUMO gap**: 4.92 eV